(1)
86
Properties=species:S:1:pos:R:3:mulliken_charge:R:1 method="wB97M-V/def2-TZVPD" charge=0 e_tot_ev=-74372.96178 e_above_lowest_kj_mol=1319.9 lumo_ev=0.160 mol_weight_g_mol=609.76 gap_ev=9.3 e_homo_ev=-9.147
C -12.614 5.595 -8.952 0.057
O -10.743 0.915 -9.064 -0.521
C -6.399 5.921 -5.050 -0.969
C -3.379 3.265 -8.731 -0.403
H -5.672 9.580 -11.480 0.288
O -5.678 2.988 -13.986 -0.712
O -8.507 5.883 -10.117 -0.685
O -5.004 2.104 -7.569 -0.496
S -5.230 1.641 -9.159 0.863
S -6.253 3.463 -12.722 1.000
C -9.701 1.858 -8.811 -1.010
O -5.262 6.537 -11.037 -0.326
O -3.991 2.596 -9.775 -0.336
H -10.556 3.928 -9.174 0.439
O -5.291 3.864 -11.713 -0.335
H -13.606 6.023 -9.098 0.486
H -11.559 0.605 -7.245 0.245
O -7.342 4.672 -12.989 -0.511
C -4.733 7.863 -10.943 -0.656
H -7.892 7.630 -10.577 -0.166
H -6.825 5.609 -11.369 -1.765
H -12.384 7.256 -7.608 0.495
O -5.125 4.153 -4.127 -0.534
H -12.473 3.218 -8.352 0.218
C -7.135 7.835 -11.335 -0.470
H -3.720 3.348 -6.600 0.269
H -4.059 3.421 -5.579 0.333
C -7.742 3.755 -7.423 -0.453
H -3.291 4.297 -9.070 0.340
C -7.986 5.510 -9.077 -0.689
C -4.287 3.333 -7.531 0.853
H -10.549 7.905 -9.165 0.536
O -5.008 0.191 -9.291 -0.672
H -3.689 5.149 -5.299 0.317
C -6.795 6.292 -8.422 -0.921
C -4.475 4.394 -5.320 -0.364
C -11.667 2.717 -7.817 -0.713
H -7.070 6.629 -7.422 0.395
H -7.715 8.251 -12.159 0.577
C -11.719 1.220 -8.131 -0.592
C -6.415 6.535 -11.771 1.727
H -8.716 5.440 -11.728 -0.017
O -11.807 5.565 -10.228 -0.737
C -8.507 4.532 -12.294 0.415
H -6.617 7.151 -9.068 0.295
H -4.019 7.997 -10.130 0.313
H -7.846 3.673 -10.415 -0.526
H -6.062 9.347 -9.883 0.352
H -5.398 5.436 -6.983 1.120
C -10.467 6.873 -8.825 -0.280
C -10.464 5.826 -9.923 0.758
H -4.946 4.195 -7.633 -1.245
C -5.730 4.949 -6.066 -0.170
H -9.109 3.931 -9.106 -0.059
H -9.896 6.075 -10.819 0.489
O -7.466 2.493 -12.166 -0.582
H -6.402 4.158 -6.401 -0.050
C -11.765 6.497 -8.086 -0.910
H -6.222 6.356 -12.828 0.614
C -6.089 5.146 -3.711 -0.623
H -2.408 2.826 -8.506 0.254
H -9.003 1.929 -9.646 0.577
H -9.329 4.310 -12.975 0.588
H -8.085 4.186 -6.482 1.051
H -9.566 6.954 -8.217 -0.033
H -6.653 3.773 -7.477 -0.423
O -6.482 2.226 -9.555 -0.243
H -10.048 4.906 -9.512 -0.994
C -8.240 3.325 -11.370 -0.640
H -6.983 4.621 -3.377 0.280
H -12.678 4.583 -8.554 -0.517
H -12.702 0.915 -8.491 0.429
H -4.313 7.963 -11.943 0.446
H -5.843 6.859 -5.025 0.367
H -9.069 1.400 -8.049 0.256
H -8.068 2.721 -7.315 -0.607
C -10.344 3.222 -8.371 1.573
H -5.796 5.835 -2.919 0.374
H -7.428 6.161 -5.318 0.389
H -9.692 3.831 -7.746 0.601
N -8.401 4.377 -8.540 0.907
C -5.953 8.773 -10.803 -0.689
H -9.151 2.771 -11.147 1.234
H -11.806 2.981 -6.769 0.363
H -11.399 5.862 -7.279 0.143
H -5.867 5.761 -8.207 0.023

(2)
99
Properties=species:S:1:pos:R:3:mulliken_charge:R:1 method="wB97M-V/def2-TZVPD" charge=0 e_tot_ev=-46405.30807 e_above_lowest_kj_mol=138.5 smiles=CCO.CCO.CCO.CCO.CCO.CCO.CCO.CCO.CCO.CCO.CCO lumo_ev=0.194 mol_weight_g_mol=506.76 gap_ev=9.5 e_homo_ev=-9.342
H -1.240 -0.668 4.077 -0.096
O -0.640 1.535 1.262 -0.488
H 2.942 2.391 4.100 0.428
C -2.137 -3.449 2.861 0.502
C 0.990 -1.339 0.277 -0.672
C -0.818 -0.145 4.938 -0.399
C 0.082 -1.148 -0.918 -0.420
C 3.424 1.360 -3.596 -1.480
O 0.167 3.190 -0.786 -0.220
H -2.419 1.147 0.328 -0.281
H 1.839 -0.648 0.273 0.261
C -1.312 -2.967 -4.260 0.625
H 0.485 -2.658 6.449 0.217
H 2.762 2.706 -2.039 0.294
H 0.913 6.409 -1.371 0.412
H -1.318 0.751 -6.273 0.188
H 0.936 0.417 -4.075 0.069
H 1.532 4.525 0.175 0.166
H -3.518 0.680 -4.585 0.348
O 0.603 -0.259 -4.692 -0.452
H -0.639 -1.420 -5.269 0.395
H -2.984 -4.102 -4.986 0.343
O 1.931 -1.810 3.428 -0.607
H -3.761 2.496 1.862 0.438
H -2.552 3.485 1.145 0.258
H 0.114 0.315 4.612 0.012
C 2.379 2.594 2.063 0.324
H -3.598 -4.678 3.879 0.404
C -2.476 0.671 -2.962 1.197
H 0.621 -1.320 -1.853 0.323
C -3.393 -0.118 -2.019 -0.956
H -0.261 -0.118 -1.032 -0.301
O 1.216 1.564 -2.657 -0.147
C -2.055 1.364 1.337 0.526
H 1.394 2.991 2.332 0.169
H 0.833 -1.283 2.221 0.238
H -1.747 0.050 -3.490 -0.090
H -2.641 -4.371 -3.278 0.354
H 4.500 1.204 -3.524 0.426
C -0.621 -1.080 6.132 -0.574
H -0.561 -3.741 -4.477 0.351
H -0.233 0.645 1.264 0.072
H -0.170 1.796 -7.139 0.443
H 0.685 -0.569 -6.704 0.447
H 3.277 2.110 -4.376 0.316
H -3.369 -2.842 -3.786 0.209
H -2.888 -0.498 -1.129 0.002
H -1.572 -1.507 6.460 0.310
H 1.710 0.754 -6.191 0.413
H 2.238 0.908 3.376 -0.167
H 3.050 0.394 -3.951 0.266
C -2.677 2.648 1.833 -1.477
H -2.334 2.886 2.839 0.308
C -2.888 -4.749 3.041 -1.550
H 0.764 2.044 -1.927 0.181
H -1.944 1.460 -2.427 -0.420
H 1.190 4.987 -2.368 0.218
H 1.392 -2.356 0.229 0.407
H -0.781 -2.749 1.661 0.284
H -3.886 -0.953 -2.518 0.310
C 0.741 0.275 -6.016 -0.466
O 0.217 -1.124 1.464 0.340
H -1.541 0.643 5.159 0.473
H -4.166 0.592 -1.720 0.359
O 3.314 3.630 1.767 -0.582
H 2.880 0.946 -1.579 -0.011
C 2.598 1.670 -2.353 0.382
C 3.580 -3.102 4.644 -1.254
C 0.585 4.494 -0.367 -0.029
H -0.186 4.810 0.345 0.321
H -1.025 -2.539 -3.291 -0.370
H 4.616 -3.273 4.945 0.409
H -0.233 -0.490 6.967 0.400
O -3.228 1.357 -3.963 -0.642
H -1.553 -3.202 3.752 -0.067
C -0.378 1.296 -6.184 -0.908
H 3.891 1.355 2.936 0.315
H 3.291 4.253 2.502 0.320
H 3.087 -2.876 5.596 0.253
O -1.361 -2.074 -5.335 -0.603
H 2.272 2.056 1.119 -0.161
H 3.694 -1.047 4.026 0.161
H -0.168 2.685 -0.016 0.154
O 0.291 -2.089 5.695 -0.442
H -0.455 5.402 -1.997 0.314
H -3.614 -4.943 2.248 0.350
H -2.293 -5.632 3.266 0.367
O -1.357 -3.532 1.685 -0.599
H -0.497 2.078 -5.439 0.248
H -0.764 -1.832 -0.866 0.441
H 3.737 -2.226 2.654 0.336
C 3.330 -2.002 3.638 -0.050
C -2.654 -3.618 -4.066 -1.237
H -2.349 0.583 2.042 0.211
H 3.212 -4.096 4.377 0.323
C 2.918 1.751 3.219 -0.637
H 1.399 -1.826 4.242 0.049
C 0.553 5.405 -1.584 -1.274
H -2.916 -2.691 2.692 0.146

(3)
15
Properties=species:S:1:pos:R:3:nbo_charge:R:1 method="wB97M-V/def2-TZVPD" charge=0 e_tot_ev=-17629.59065 e_above_lowest_kj_mol=59.3 smiles="NC=O.CCS" lumo_ev=0.568 mol_weight_g_mol=107.18 gap_ev=10.0 e_homo_ev=-9.425
H -1.581 -1.350 -0.249 0.405
H 0.538 1.217 0.464 0.223
H 1.174 -0.195 1.403 0.218
C 2.713 0.936 0.524 -0.623
S 0.831 -0.633 -0.961 -0.043
H 2.869 1.752 -0.253 0.212
N -2.399 -0.821 -0.012 -0.831
C 1.272 0.391 0.468 -0.527
H 0.928 -1.763 -0.243 0.120
C -3.106 -0.234 -1.003 0.539
H 3.532 0.191 0.552 0.219
H 2.798 1.545 1.454 0.213
O -4.213 0.233 -1.023 -0.597
H -2.858 -0.990 0.868 0.391
H -2.497 -0.278 -1.989 0.082

(4)
8
Properties=species:S:1:pos:R:3:nbo_charge:R:1 method="wB97M-V/def2-TZVPD" charge=0 e_tot_ev=-28431.54977 e_above_lowest_kj_mol=96.5 smiles="N=S(=N)=O.Cl" lumo_ev=0.021 mol_weight_g_mol=114.56 gap_ev=11.1 e_homo_ev=-11.052
H -0.237 -2.860 0.748 0.388
Cl 2.650 3.803 -1.061 -0.286
O 0.161 0.306 -0.091 -0.867
N 0.249 -2.071 0.380 -1.046
S -0.607 -0.828 0.164 2.183
H -2.538 -0.001 0.282 0.406
H 2.398 2.600 -0.569 0.286
N -2.075 -0.948 0.147 -1.064

(5)
112
Properties=species:S:1:pos:R:3:lowdin_spin:R:1 method="wB97M-V/def2-TZVPD" spin_multiplicity=4 charge=+1 s_squared=3.77 e_tot_ev=-185230.10726 lumo_ev="-4.560 / -4.662" mol_weight_g_mol=914.00 gap_ev="4.6 / 4.5" e_homo_ev="-9.209 / -9.210"
H -1.569 -2.730 1.504 0.000
H -5.749 0.710 0.597 0.000
C 4.330 -3.066 3.249 0.001
H 1.419 2.352 -3.834 0.000
C -0.964 -4.260 2.924 0.000
C -4.745 2.783 -1.766 0.005
H 3.398 2.229 -1.190 0.000
H -0.212 2.793 -4.118 0.000
C 2.082 6.001 -1.767 0.002
H -3.049 0.979 -4.452 0.000
H 3.627 0.987 3.767 0.000
H 3.737 -1.561 -0.940 0.000
H -1.673 0.566 -3.541 0.002
H -2.446 -0.342 4.800 0.000
C -2.353 3.480 -1.852 0.015
S -2.814 2.358 2.458 0.003
H -5.225 3.022 -0.785 0.002
H 1.116 3.703 -4.834 0.000
C 0.886 4.182 -2.763 0.003
C 2.766 -2.067 -1.020 0.001
H 5.685 1.737 -1.388 0.000
C 1.623 1.287 0.477 0.003
C 3.782 0.822 1.816 0.000
C -4.542 -0.569 -0.680 0.003
H 4.883 -5.184 -2.063 0.000
C -3.966 -1.747 -3.174 -0.001
C -0.860 -2.844 2.294 0.000
H -3.744 -2.201 -4.098 0.000
C -3.281 1.457 4.043 0.000
H -2.376 -0.578 -4.747 0.000
H 3.011 6.641 -1.741 0.000
C -0.801 5.259 0.553 0.000
C -1.257 1.579 2.321 0.015
N -0.421 1.636 1.247 0.035
S -0.628 0.779 3.752 0.006
H -5.184 -0.704 1.409 0.000
H -5.813 -2.233 -0.385 0.000
H -3.652 2.221 4.689 0.000
H 3.544 -3.213 5.183 0.000
H -5.342 1.981 -2.214 0.001
H -3.185 -4.508 2.914 0.000
C 1.954 -3.277 3.735 0.001
N 0.791 1.158 1.523 0.000
C 3.901 -3.385 -2.836 0.000
C -4.893 -2.330 -2.386 0.004
C 0.754 3.236 -3.889 0.001
H 2.184 -1.462 -1.687 0.000
H -0.762 -4.269 3.991 0.000
H 3.413 -3.838 -3.716 0.000
N -2.865 1.224 -1.173 0.013
H 1.113 -3.374 4.467 0.000
C -2.611 0.153 -3.921 0.003
C 1.228 5.968 -0.694 0.000
H -1.816 1.095 5.660 0.000
C -2.270 -5.060 2.696 0.000
C 3.070 1.263 0.691 0.001
C -3.322 2.441 -1.614 0.031
H -3.767 4.670 -3.025 0.000
Co -1.044 1.328 -0.705 2.695
C -2.135 0.695 4.704 0.001
H 2.574 5.145 -3.694 0.000
N -1.049 3.221 -1.598 0.053
N 2.123 -2.117 0.306 0.004
C 2.904 -3.429 -1.630 0.000
H -3.000 -6.595 1.298 0.000
H -2.055 5.118 -3.193 0.000
C -2.260 -5.781 1.357 0.000
O 1.149 1.341 -0.686 0.035
C -2.812 4.791 -2.475 0.002
C -4.909 -0.016 0.639 0.000
H -0.122 5.328 1.483 0.000
H -1.458 4.359 0.648 0.000
H -2.942 5.578 -1.689 0.001
C 5.173 -4.176 -2.503 0.000
H 5.695 0.216 2.701 0.000
C 5.892 0.988 0.717 0.000
H 1.366 6.629 0.117 0.000
O 3.112 0.647 2.995 0.000
C 0.130 5.083 -0.619 0.004
C 1.690 -2.962 2.404 0.000
H -4.103 0.835 3.723 0.000
C 4.095 -2.760 1.906 0.001
H -1.076 -2.024 3.017 0.000
H 4.949 -2.579 1.217 0.000
H 6.960 0.847 0.754 0.000
C 1.888 5.142 -2.808 -0.001
H 5.830 -4.270 -3.402 0.000
C -3.378 -0.520 -2.833 0.004
C 3.857 1.643 -0.396 0.000
Se -0.475 -1.642 -0.790 0.031
H -5.487 -3.144 -2.771 0.000
C -3.566 0.012 -1.547 0.001
H -2.385 -5.107 0.501 0.000
C -5.164 -1.767 -1.099 -0.001
C -0.036 4.143 -1.648 0.002
C 0.754 -2.162 0.461 0.007
N 0.471 -2.659 1.696 0.005
H 3.176 -4.081 -0.830 0.000
H 2.025 -3.722 -2.112 0.000
H -4.124 0.628 1.031 0.000
H -2.268 -5.843 3.482 0.000
H -4.829 3.692 -2.347 0.000
C 5.163 0.596 1.811 0.000
C 5.236 1.469 -0.422 0.000
H 5.759 -3.638 -1.746 0.000
H 4.183 -2.423 -3.241 0.000
H -1.463 6.153 0.525 0.000
H -0.144 -4.827 2.423 0.000
C 3.270 -3.173 4.134 0.001
H -1.365 -6.352 1.068 0.000
H 5.327 -3.173 3.702 0.000
C 2.765 -2.633 1.494 0.000

(6)
118
Properties=species:S:1:pos:R:3:lowdin_spin:R:1 method="wB97M-V/def2-TZVPD" spin_multiplicity=2 charge=-2 s_squared=0.76 e_tot_ev=-248818.01596 e_above_lowest_kj_mol=195.6 lumo_ev="3.770 / 2.610" mol_weight_g_mol=1518.17 gap_ev="6.2 / 5.1" e_homo_ev="-2.422 / -2.447"
H 3.833 -0.653 6.031 0.000
H 0.712 -4.216 -3.541 0.000
C -2.595 6.209 0.802 0.000
C 2.642 -3.720 -2.106 0.000
C 3.844 -0.601 2.137 0.000
C -1.982 -3.940 -1.528 0.000
C -1.386 2.693 -2.379 0.003
H -0.181 -6.460 -3.839 0.000
H 4.475 1.869 0.360 0.000
C -1.934 -0.924 3.910 0.000
C 6.258 -0.420 2.109 0.000
H -4.971 4.610 2.592 0.000
C 3.586 -4.591 -1.584 0.000
C 6.191 -0.352 0.751 0.000
C -3.895 -1.210 -0.029 0.000
H -3.400 -5.503 -1.197 0.000
H 0.391 0.050 -7.009 0.000
C 1.622 -1.275 -4.148 -0.001
H -2.006 -2.003 3.976 0.000
C -1.718 5.154 0.616 -0.001
H 1.093 -2.846 0.765 0.000
C -5.611 0.616 -0.087 0.000
H -0.833 5.287 0.006 0.000
H -5.780 -1.114 -2.240 0.000
H 3.852 -0.351 -1.708 0.002
N -2.691 -1.762 -0.641 0.000
H 0.601 4.050 3.032 0.000
C 4.932 -0.372 0.115 0.000
C -2.551 2.954 -3.442 0.002
C -4.047 4.771 2.048 0.000
C -0.776 -0.457 -5.276 0.000
C -4.902 -0.459 -2.251 0.000
C -2.862 -3.001 -0.813 0.000
C 1.714 -3.099 -1.272 0.000
C -1.259 1.052 2.669 0.009
O 1.445 -0.920 2.251 -0.004
H -1.663 -1.024 -3.407 0.000
H 1.071 2.446 3.629 0.000
C -2.480 -5.237 -1.699 0.000
I 1.967 1.588 -1.885 0.319
C -0.760 -3.571 -2.129 0.002
C 5.071 -0.532 2.861 0.000
H -2.822 -0.593 5.840 0.000
F -2.259 3.926 -4.331 0.000
C 4.877 -0.249 -1.376 0.003
C -0.954 2.849 0.905 0.001
C 3.615 -4.868 -0.225 0.000
F -3.698 3.351 -2.819 0.000
C 1.599 -0.755 -5.435 -0.001
H -2.375 7.176 0.365 0.000
H -5.746 -2.356 -0.421 0.000
O -0.733 3.708 -2.129 0.007
C -0.696 1.657 1.456 0.065
O -4.055 -3.531 -0.388 0.000
H 7.210 -0.379 2.621 0.000
H -2.208 -7.164 -2.596 0.000
O -1.355 1.531 -1.950 0.017
C -1.826 -6.156 -2.492 0.000
H 2.531 -0.623 -5.970 0.000
C 2.662 -0.725 4.238 0.000
H 2.959 5.370 2.076 0.000
P 0.255 -2.038 -1.714 0.006
H -5.879 1.555 -0.573 0.000
C -1.966 3.892 1.172 0.001
H 2.662 -3.518 -3.168 0.000
N 3.162 4.412 1.861 0.000
C 0.400 -0.361 -6.007 0.000
H 2.579 -1.507 -3.703 0.000
C -0.179 -4.494 -2.999 0.000
H 4.308 -5.055 -2.248 0.000
H 7.087 -0.260 0.149 0.000
C -3.762 6.027 1.530 -0.002
H -3.646 0.660 -0.956 0.000
C 4.094 3.952 0.955 0.000
C -4.468 -0.052 -0.847 0.000
C 2.558 -0.759 2.830 0.000
C -3.165 3.718 1.870 -0.001
Br 6.657 -0.506 5.291 0.000
H 4.353 -5.554 0.174 0.000
H -4.451 6.851 1.674 0.000
I 4.232 2.166 -3.990 0.500
C 5.032 -0.572 4.268 0.000
H 5.254 0.724 -1.697 -0.002
H -0.349 3.145 0.052 0.002
H -4.088 -0.970 -2.767 0.000
Hg 0.775 0.494 0.255 0.056
C -2.375 -0.137 4.964 0.004
H -5.047 -2.639 1.192 0.000
C 3.934 2.602 0.933 0.000
C -0.756 -0.991 -4.000 0.000
H -1.705 -0.082 -5.686 0.000
H 4.748 4.604 0.404 0.000
N 3.811 -0.499 0.792 0.002
H 1.842 3.899 4.294 0.000
C 1.435 3.442 3.388 0.000
C -1.628 1.822 3.782 0.005
C -0.688 -5.766 -3.179 0.000
F -2.894 1.868 -4.174 0.000
H -3.633 -0.809 0.946 0.000
C 2.708 -4.245 0.617 0.000
Br 1.031 -0.799 5.226 0.000
H -6.497 -0.028 -0.050 0.000
H 5.489 -1.028 -1.837 0.000
H -5.312 0.830 0.942 0.000
H -5.153 0.435 -2.822 0.000
H -3.413 2.745 2.266 0.000
C 0.440 -1.439 -3.434 0.000
H 2.735 -4.433 1.683 0.000
H -2.498 1.859 5.737 0.000
H -0.955 -0.962 2.010 0.000
C 2.484 3.331 2.340 0.000
C -2.193 1.237 4.903 0.000
C -4.815 -2.441 0.144 0.000
H -1.478 2.892 3.760 0.000
C 1.773 -3.364 0.097 0.000
C -1.370 -0.338 2.790 0.004
C 3.850 -0.649 4.950 0.000
N 2.926 2.230 1.790 0.000

(7)
24
Properties=species:S:1:pos:R:3:nbo_charge:R:1 method="wB97M-V/def2-TZVPD" charge=+1 e_tot_ev=-10474.06598 e_above_lowest_kj_mol=215.1 smiles="CC1=[N+](C)N(C)[C@@H](C)C1" lumo_ev=-3.250 mol_weight_g_mol=127.21 gap_ev=9.4 e_homo_ev=-12.686
H 1.800 1.497 1.242 0.210
C -1.136 0.820 0.479 -0.034
H -1.991 -0.983 -0.238 0.256
H -0.912 -1.882 -2.629 0.264
N 0.581 -0.695 0.085 -0.083
H -1.856 0.747 1.253 0.218
N 0.090 0.279 0.979 -0.255
C -0.997 2.278 -0.064 -0.631
C -0.107 -1.944 -1.912 -0.704
H -0.939 2.915 0.834 0.226
H 1.233 0.632 2.774 0.227
C 1.755 -1.458 0.360 -0.423
H -0.139 -2.974 -1.739 0.272
H 0.782 -1.616 -2.397 0.258
H -2.037 0.284 -1.508 0.268
C -0.273 -0.948 -0.856 0.411
H -1.796 2.440 -0.773 0.233
C -1.491 -0.149 -0.675 -0.461
C 0.970 1.175 1.810 -0.424
H -0.026 2.443 -0.426 0.215
H 0.377 1.983 2.149 0.235
H 1.807 -2.172 -0.459 0.241
H 2.647 -0.905 0.336 0.237
H 1.656 -1.766 1.377 0.244